1.
Below is C19H30N9O2PbS as an isolated structure, with properties calculated with the ωB97M-V functional and the def2-TZVPD basis.

Its charge is +1. As for the HOMO-LUMO gap: 8.2 eV. Its lowest unoccupied orbital energy is -2.69 eV. Its HOMO energy is -10.9 eV.

Structure (XYZ):
```
62
Properties=species:S:1:pos:R:3:forces:R:3:lowdin_charge:R:1
Pb -0.538199 -0.551734 0.480496 0.07 -0.02 0.11 1.33
N 0.883445 -2.596563 1.310047 0.02 0.00 0.00 -0.05
C 0.431066 -3.024829 2.637896 -0.01 0.01 -0.01 -0.24
C -1.057295 -3.336628 2.599635 -0.01 0.00 0.00 -0.18
N -1.905683 -2.224587 2.127090 0.01 -0.03 -0.03 -0.23
C -3.028552 -2.761027 1.329025 -0.01 0.02 0.00 -0.19
C -3.756348 -1.701976 0.518670 0.02 -0.01 -0.01 -0.23
N -2.823921 -1.090675 -0.428676 -0.04 0.00 -0.02 -0.08
C -2.449196 -1.430817 3.247960 0.01 0.00 0.01 -0.19
C -1.427758 -0.822218 4.193041 0.00 0.01 0.00 -0.25
N -0.529799 0.098533 3.492122 -0.03 -0.02 -0.02 -0.03
H 0.720815 -3.316142 0.609511 0.00 -0.01 0.00 0.09
H 1.879881 -2.406250 1.313036 0.00 0.01 -0.01 0.10
H 0.652503 -2.217161 3.331820 0.01 -0.01 0.00 0.09
H 0.951436 -3.920822 2.989448 0.00 0.00 0.00 0.13
H -1.386855 -3.683692 3.586158 0.00 0.01 0.00 0.13
H -1.197807 -4.176839 1.916770 0.00 0.00 0.00 0.12
H -3.742667 -3.288961 1.974750 0.00 0.01 0.00 0.14
H -2.617097 -3.492422 0.630531 0.00 0.01 0.00 0.13
H -4.160520 -0.913840 1.153176 -0.02 0.00 -0.01 0.11
H -4.606683 -2.174616 0.020106 0.01 -0.01 0.01 0.13
H -3.180655 -0.219870 -0.805642 0.02 0.02 0.02 0.05
H -2.582743 -1.717045 -1.192063 0.00 0.00 0.01 0.08
H -3.133785 -2.058104 3.836993 0.00 0.01 0.00 0.13
H -3.042200 -0.616188 2.827815 -0.01 0.00 0.00 0.11
H -0.832018 -1.601027 4.669525 0.00 -0.01 0.00 0.10
H -1.993452 -0.338999 4.996887 0.01 -0.01 0.00 0.12
H 0.243106 0.365594 4.090353 -0.01 0.02 0.00 0.08
H -1.023866 0.954564 3.254179 0.01 0.00 -0.02 0.04
C 0.538511 3.545836 -3.193111 0.00 0.01 -0.01 0.02
C -0.182915 3.606312 -1.902060 -0.03 -0.01 -0.02 -0.34
N -0.203875 4.607657 -1.088129 0.06 0.01 0.03 0.14
N -0.981171 4.184994 -0.046271 -0.03 0.00 -0.02 0.03
C -1.470490 2.947398 -0.189322 0.00 0.00 0.01 -0.82
S -2.500579 2.124913 0.847578 0.03 0.01 -0.02 0.55
N -0.938674 2.562440 -1.394379 -0.02 0.01 0.04 -0.09
N -1.163067 1.318107 -1.970896 0.00 0.00 0.00 0.11
H 1.041574 4.495488 -3.353694 0.00 0.00 0.00 0.10
H -0.150889 3.366091 -4.019116 0.00 0.00 0.00 0.09
H 1.285290 2.749594 -3.184095 0.01 0.00 0.00 0.07
H -1.193698 4.805820 0.716202 -0.01 0.00 0.00 0.16
H -1.746517 1.417181 -2.794577 0.01 0.00 0.00 0.12
H -0.273423 0.890557 -2.214102 -0.01 -0.01 0.00 0.07
O 0.947668 -3.296797 -2.580233 0.01 -0.01 0.02 0.08
C 0.698272 -2.251358 -2.013771 0.01 0.02 -0.03 -0.62
O -0.350145 -1.996455 -1.305675 -0.05 0.01 -0.01 -0.25
C 1.714450 -1.111595 -2.140958 -0.01 -0.01 0.00 -0.19
C 2.735565 -1.209761 -3.112687 0.00 0.00 0.01 0.02
C 3.618639 -0.180313 -3.237271 0.00 0.00 0.01 0.02
C 3.517777 0.941682 -2.378223 0.01 0.00 0.00 -0.16
C 4.391039 2.053207 -2.450525 0.00 0.00 0.00 -0.02
C 4.246379 3.103331 -1.589592 0.00 0.00 0.00 -0.06
C 3.229523 3.086825 -0.608681 0.01 0.01 -0.01 -0.06
C 2.373124 2.027114 -0.515651 -0.02 0.00 -0.01 -0.04
C 2.491313 0.936664 -1.409613 0.01 0.00 0.00 -0.23
N 1.591871 -0.088492 -1.328591 -0.01 -0.01 -0.02 0.06
H 2.773473 -2.096647 -3.727667 0.00 0.00 0.00 0.12
H 4.403542 -0.206726 -3.983555 0.00 0.00 0.00 0.13
H 5.175063 2.054677 -3.197584 0.00 0.00 0.00 0.12
H 4.915336 3.951036 -1.649594 0.00 0.00 0.00 0.11
H 3.130521 3.924030 0.069507 0.00 0.00 0.00 0.11
H 1.591369 2.001503 0.235674 0.00 0.00 0.00 0.10
```
Positions in Å, forces in eV/Å.

---

2.
Below is a 2-piece molecular cluster, C19H30NO7S overall, with properties calculated with the ωB97M-V functional and the def2-TZVPD basis.

Its charge is -1. As for the HOMO-LUMO gap: 5.5 eV. Its lowest unoccupied orbital energy is 0.75 eV. Its HOMO energy is -4.8 eV.

Structure (XYZ):
```
58
Properties=species:S:1:pos:R:3:forces:R:3:lowdin_charge:R:1
C -4.973987 -0.818296 -0.108423 0.03 -0.13 -0.08 -0.12
C -4.326685 -0.320751 -1.405336 0.01 0.08 0.21 -0.22
C -3.473580 0.938885 -1.194494 -0.10 0.18 0.03 -0.20
O -2.108499 0.664077 -1.480626 -0.13 -0.28 0.16 -0.15
N -1.260782 1.261086 -0.502285 0.04 0.32 0.08 -0.12
C -0.931220 0.293466 0.532942 -0.15 -0.35 -0.15 -0.44
S -1.324595 1.015903 2.160984 -0.01 0.00 -0.06 0.86
C -0.048993 0.274196 3.200095 0.18 -0.04 0.30 -0.56
C 1.371781 0.763532 2.908109 -0.18 0.10 0.19 -0.15
C -0.165199 1.969069 -1.181056 0.10 0.00 -0.35 -0.30
C 0.386640 1.209623 -2.412687 0.22 -0.01 0.09 -0.10
C 0.469707 -0.327314 -2.360280 0.06 -0.03 -0.20 -0.15
C 1.782154 -0.943585 -1.865880 0.14 0.04 -0.03 -0.25
O 1.663071 -1.604194 -0.603447 0.04 -0.19 0.03 -0.10
C -0.683159 3.345917 -1.615150 -0.06 -0.09 0.19 -0.15
O -1.608838 3.260601 -2.701622 0.03 -0.04 -0.06 -0.20
C -1.746039 4.485127 -3.363681 0.00 0.07 0.08 -0.14
C 1.025790 2.233395 -0.157004 -0.34 -0.34 -0.15 -0.67
O 1.004728 3.312259 0.440628 0.02 0.52 0.24 -0.01
O 1.856609 1.306189 -0.084499 0.23 -0.08 -0.04 -0.04
H -5.451199 0.001710 0.433843 0.02 -0.03 -0.03 0.07
H -5.739815 -1.573644 -0.309790 0.07 0.02 0.01 0.06
H -4.230767 -1.270956 0.554484 -0.03 0.13 0.00 0.07
H -5.109326 -0.122858 -2.142592 0.08 -0.05 -0.04 0.09
H -3.666928 -1.097649 -1.802729 -0.13 0.07 -0.12 0.11
H -3.811419 1.761681 -1.837029 0.07 -0.03 0.01 0.11
H -3.548995 1.281349 -0.158049 0.01 -0.04 -0.07 0.11
H 0.107465 -0.047888 0.501794 -0.03 0.18 0.13 0.07
H -1.589243 -0.567283 0.388056 0.09 0.05 -0.08 0.08
H -0.105911 -0.816965 3.163405 -0.06 0.20 -0.03 0.04
H -0.342674 0.569934 4.213495 -0.02 0.00 -0.09 0.05
H 1.828854 0.210758 2.088080 -0.14 0.26 0.06 0.03
H 1.362011 1.818721 2.624094 0.05 -0.11 -0.06 0.06
H 1.986173 0.663008 3.810409 0.05 -0.14 -0.08 0.07
H 1.400177 1.593739 -2.575757 -0.09 -0.01 -0.08 0.12
H -0.201755 1.482176 -3.289769 -0.12 0.01 0.12 0.10
H 0.297256 -0.679338 -3.385481 0.01 -0.03 0.09 0.10
H -0.354499 -0.744074 -1.775775 0.02 0.07 -0.06 0.09
H 2.165343 -1.666118 -2.602675 -0.08 0.01 0.03 0.10
H 2.532676 -0.166134 -1.724669 -0.09 -0.08 0.08 0.10
H 0.849851 -2.120152 -0.616721 0.03 0.05 0.01 0.08
H 0.166035 3.982733 -1.892642 -0.02 -0.09 -0.07 0.13
H -1.180019 3.800012 -0.752415 0.12 0.06 -0.05 0.13
H -0.828749 4.759522 -3.907722 -0.04 -0.03 0.05 0.08
H -2.565809 4.389706 -4.078695 0.04 0.02 0.02 0.08
H -1.974192 5.302973 -2.663537 -0.04 -0.04 -0.06 0.09
C 3.630788 -4.926582 2.927634 -0.03 -0.01 0.00 0.01
C 2.383190 -4.470115 2.890691 0.02 -0.01 0.01 0.02
C 2.076564 -3.090037 2.422767 0.10 -0.02 -0.02 -0.36
O 0.933451 -2.690748 2.401422 0.01 -0.12 -0.06 0.10
C 3.220308 -2.242974 1.995562 -0.04 0.10 -0.10 0.03
C 4.467349 -2.707554 2.033569 0.00 -0.03 0.04 0.02
C 4.772864 -4.077836 2.500203 0.00 0.05 -0.01 -0.40
O 5.909725 -4.505390 2.537601 0.01 -0.02 0.01 0.08
H 3.879987 -5.925094 3.264847 0.02 0.00 0.00 0.11
H 1.532786 -5.067180 3.195912 -0.02 0.02 0.00 0.12
H 2.974349 -1.249762 1.639389 0.02 -0.13 -0.05 0.10
H 5.315199 -2.110873 1.722495 0.00 0.00 -0.01 0.12
```
Positions in Å, forces in eV/Å.

---

The lowest charge belongs to which entry?
C19H30NO7S

---

Which value of lowest unoccupied orbital energy does entry 2 give?
0.75 eV

---

Which of these has the lowest lowest unoccupied orbital energy?
C19H30N9O2PbS

---

Which of these has the highest lowest unoccupied orbital energy?
C19H30NO7S